A | Formula: C7H16N2
Source: OMol25
Level of theory: ωB97M-V with the def2-TZVPD basis set

Output
HOMO-LUMO gap (eV): 8.58

The geometry in ORCA input format:
```
! wB97M-V def2-TZVPD RIJCOSX def2/J DEFGRID3
* xyz 0 1
C -2.210 1.199 -0.725
C 1.044 -0.414 -1.278
C 1.089 -1.091 -0.145
C 1.553 1.027 -1.437
C 0.320 -2.327 -0.061
C 1.885 -0.537 1.005
C -1.372 1.408 1.530
N -2.013 -0.642 0.705
N -1.942 0.622 0.440
H -2.080 2.228 -0.768
H -2.497 0.702 -1.666
H 0.656 -0.888 -2.177
H 0.856 1.495 -2.073
H 2.632 1.159 -1.870
H 1.653 1.572 -0.416
H -0.805 -2.167 0.334
H 0.700 -3.014 0.599
H 0.312 -2.875 -1.070
H 2.871 -0.341 0.476
H 2.066 -1.222 1.887
H 1.490 0.400 1.334
H -1.323 2.514 1.269
H -1.965 1.488 2.464
H -0.493 0.872 1.789
H -2.427 -1.168 -0.146
*
```

=====

B | Formula: C7H16N2
Source: OMol25
Level of theory: ωB97M-V with the def2-TZVPD basis set

Output
HOMO-LUMO gap (eV): 6.34

The geometry in ORCA input format:
```
! wB97M-V def2-TZVPD RIJCOSX def2/J DEFGRID3
* xyz 0 1
C 1.560 0.905 1.390
N 1.247 0.009 0.273
C 0.556 0.843 -1.075
C 0.943 2.136 -1.444
H 2.086 -0.444 -0.090
H 0.829 0.116 -1.843
H 2.307 1.645 1.103
H 1.938 0.314 2.226
H 0.674 1.444 1.722
H 0.676 2.978 -0.815
H 1.161 2.363 -2.478
C -0.911 -0.911 1.752
C -0.307 -2.076 -0.403
C -0.438 -0.763 0.330
N -1.878 0.299 -1.524
C -0.895 0.437 -0.466
H -1.554 -0.317 -2.262
H -2.755 -0.064 -1.169
H -1.218 1.237 0.204
H 0.163 -1.962 -1.382
H 0.273 -2.798 0.177
H -0.239 -1.544 2.341
H -1.020 0.048 2.260
H -1.899 -1.388 1.756
H -1.299 -2.507 -0.584
*
```

=====

Most stable structure, least stable structure: B, A.

=====

A | Formula: C7H16N2
Source: OMol25
Level of theory: ωB97M-V with the def2-TZVPD basis set

Output
Structure (SMILES): CC[C@]1(N)[C@H](C)N[C@@H]1C
HOMO-LUMO gap (eV): 9.84

The geometry in ORCA input format:
```
! wB97M-V def2-TZVPD RIJCOSX def2/J DEFGRID3
* xyz 0 1
C 0.030 2.116 -0.139
C -0.331 1.061 0.989
C -0.109 -0.444 0.670
N 0.071 -1.177 2.011
C 0.987 -0.747 -0.360
C 2.208 -0.122 -0.776
N 0.016 -0.844 -1.385
C -1.045 -1.083 -0.395
C -2.310 -0.184 -0.734
H -0.759 2.918 -0.096
H 1.091 2.618 0.229
H 0.180 1.789 -1.219
H 0.071 1.569 1.971
H -1.468 0.855 1.096
H 0.536 -0.517 2.777
H 0.824 -2.165 1.967
H 1.145 -1.705 0.123
H 1.970 0.839 -1.181
H 2.685 0.021 0.180
H 3.020 -0.765 -1.382
H 0.174 -1.785 -1.922
H -1.425 -2.024 -0.003
H -2.821 -0.176 0.163
H -2.816 -0.837 -1.461
H -1.921 0.792 -1.123
*
```

=====

B | Formula: C7H16N2
Source: OMol25
Level of theory: ωB97M-V with the def2-TZVPD basis set

Output
Structure (SMILES): C[C@@H]1C[C@H]1N.C/C=N\C
HOMO-LUMO gap (eV): 8.62

The geometry in ORCA input format:
```
! wB97M-V def2-TZVPD RIJCOSX def2/J DEFGRID3
* xyz 0 1
C 1.601 -1.234 0.359
C 1.299 -0.397 -0.783
C 2.211 0.665 -1.293
C 1.133 1.325 -0.500
N 0.231 2.159 -1.214
H 0.608 -0.979 1.189
H 2.545 -1.005 0.850
H 1.455 -2.296 0.184
H 0.507 -0.719 -1.445
H 3.214 0.674 -0.878
H 2.183 0.841 -2.363
H 1.411 1.618 0.510
H 0.707 2.855 -1.780
H -0.414 2.643 -0.604
C -2.220 0.373 -0.203
C -1.235 0.387 0.921
N -0.784 -0.632 1.592
C -1.410 -1.936 1.435
H -1.815 0.924 -1.059
H -2.461 -0.634 -0.536
H -3.147 0.864 0.099
H -0.930 1.360 1.291
H -1.330 -2.320 0.411
H -0.896 -2.632 2.099
H -2.462 -1.903 1.717
*
```

=====

C | Formula: C7H16N2
Source: OMol25
Level of theory: ωB97M-V with the def2-TZVPD basis set

Output
HOMO-LUMO gap (spin up / spin down) (eV): 7.06 / 7.06

The geometry in ORCA input format:
```
! wB97M-V def2-TZVPD RIJCOSX def2/J DEFGRID3
* xyz 0 1
C -1.073 -0.275 1.296
C -1.471 0.701 2.355
C -1.847 -0.274 0.016
C 0.701 1.506 0.355
N -0.350 -1.326 1.589
H 0.271 -1.740 0.727
H 0.134 -1.283 2.479
H -0.823 0.643 3.230
H -2.499 0.491 2.667
H -1.446 1.721 1.969
H -1.250 -0.667 -0.805
H -2.728 -0.915 0.135
H -2.182 0.729 -0.239
H -0.216 2.033 0.096
H 0.907 1.532 1.425
H 1.536 1.945 -0.184
C 1.613 -0.553 -0.727
C 1.650 0.120 -2.033
C 1.158 -0.366 -3.176
N 1.054 -1.723 -0.504
H 0.464 -2.013 -1.283
H 2.350 -0.232 -0.001
H 2.143 1.085 -2.046
H 0.681 -1.337 -3.244
H 1.226 0.197 -4.098
*
```

=====

Most stable structure, least stable structure: B, A.

=====

A | Formula: C4H9N3
Source: OMol25
Level of theory: ωB97M-V with the def2-TZVPD basis set

Output
HOMO-LUMO gap (eV): 7.93

The geometry in ORCA input format:
```
! wB97M-V def2-TZVPD RIJCOSX def2/J DEFGRID3
* xyz 0 1
C -0.740 -1.111 1.258
C 1.051 -1.089 -1.452
C -0.487 1.225 0.414
C 0.011 -0.133 -0.994
N 0.579 1.757 -0.618
N -0.098 -0.083 0.476
N -1.346 1.952 0.994
H 1.566 1.693 -0.405
H 0.265 2.627 -1.029
H -1.921 1.434 1.654
H -1.833 -1.092 1.192
H -0.399 -2.101 0.951
H -0.457 -0.959 2.300
H 1.960 -1.119 -0.841
H 0.555 -2.071 -1.396
H 1.295 -0.929 -2.503
*
```

=====

B | Formula: C4H9N3
Source: OMol25
Level of theory: ωB97M-V with the def2-TZVPD basis set

Output
Structure (SMILES): [H]/N=C(\C#N)CC.N
HOMO-LUMO gap (eV): 10.12

The geometry in ORCA input format:
```
! wB97M-V def2-TZVPD RIJCOSX def2/J DEFGRID3
* xyz 0 1
H -1.784 -0.950 -1.666
N -1.649 0.103 -1.390
C -1.151 0.307 -0.265
C -1.048 -0.812 0.705
N -1.080 -1.790 1.295
C -0.957 1.685 0.326
C -2.122 1.828 1.344
H -0.182 1.950 0.994
H -1.012 2.471 -0.443
H -3.152 1.712 0.841
H -2.074 2.825 1.833
H -1.952 1.098 2.154
N 0.372 -3.219 -1.685
H 0.717 -4.131 -1.763
H -0.475 -3.055 -2.099
H 0.303 -2.866 -0.717
*
```

=====

C | Formula: C4H9N3
Source: OMol25
Level of theory: ωB97M-V with the def2-TZVPD basis set

Output
Structure (SMILES): [H]/N=C(\N=C)N(C)C
HOMO-LUMO gap (eV): 9.46

The geometry in ORCA input format:
```
! wB97M-V def2-TZVPD RIJCOSX def2/J DEFGRID3
* xyz 0 1
H -2.133 -0.528 1.548
N -1.496 0.247 1.337
C -0.703 -0.216 0.435
N -0.930 -1.523 0.126
C -0.196 -2.349 0.793
N 0.289 0.519 -0.165
C 0.715 0.173 -1.514
C 0.398 1.937 0.160
H 0.543 -2.031 1.550
H -0.297 -3.432 0.621
H 0.898 -0.901 -1.619
H -0.046 0.472 -2.243
H 1.652 0.681 -1.769
H 0.284 2.114 1.235
H 1.385 2.321 -0.120
H -0.362 2.515 -0.376
*
```

=====

Most stable structure, least stable structure: C, A.

=====

A | Formula: CH2S2
Source: OMol25
Level of theory: ωB97M-V with the def2-TZVPD basis set

Output
Structure (SMILES): C1SS1
HOMO-LUMO gap (eV): 8.35

The geometry in ORCA input format:
```
! wB97M-V def2-TZVPD RIJCOSX def2/J DEFGRID3
* xyz 0 1
C 0.350 -0.276 -0.141
S -1.238 -0.813 0.426
S -0.959 1.383 0.413
H 1.172 -0.238 0.446
H 0.675 -0.056 -1.144
*
```

=====

B | Formula: CH2S2
Source: OMol25
Level of theory: ωB97M-V with the def2-TZVPD basis set

Output
Structure (SMILES): S=CS
HOMO-LUMO gap (eV): 8.58

The geometry in ORCA input format:
```
! wB97M-V def2-TZVPD RIJCOSX def2/J DEFGRID3
* xyz 0 1
S -2.907 -0.268 -0.006
C -1.316 -0.020 -0.168
S -0.422 1.489 0.099
H -0.523 -0.897 -0.263
H 0.916 1.161 0.303
*
```

=====

C | Formula: CH2S2
Source: OMol25
Level of theory: ωB97M-V with the def2-TZVPD basis set

Output
Structure (SMILES): S=CS
HOMO-LUMO gap (eV): 8.67

The geometry in ORCA input format:
```
! wB97M-V def2-TZVPD RIJCOSX def2/J DEFGRID3
* xyz 0 1
S -1.884 -0.740 -0.001
C -0.517 0.076 -0.015
S 1.026 -0.818 0.008
H -0.360 1.110 0.108
H 1.734 0.372 -0.101
*
```

=====

Most stable structure, least stable structure: C, A.

=====

A | Formula: CH2S2
Source: OMol25
Level of theory: ωB97M-V with the def2-TZVPD basis set

Output
HOMO-LUMO gap (spin up / spin down) (eV): 7.61 / 8.50

The geometry in ORCA input format:
```
! wB97M-V def2-TZVPD RIJCOSX def2/J DEFGRID3
* xyz 0 1
C 0.161 -0.326 -0.447
S 0.400 -1.084 -1.798
S 0.818 -0.340 1.097
H -1.428 1.143 -0.491
H 0.048 0.608 1.639
*
```

=====

B | Formula: CH2S2
Source: OMol25
Level of theory: ωB97M-V with the def2-TZVPD basis set

Output
HOMO-LUMO gap (eV): 8.26

The geometry in ORCA input format:
```
! wB97M-V def2-TZVPD RIJCOSX def2/J DEFGRID3
* xyz 0 1
C -0.158 -0.017 0.570
S -0.395 0.892 1.864
S 0.383 0.690 -0.979
H 0.021 -1.038 0.838
H 0.149 -0.528 -2.293
*
```

=====

Most stable structure, least stable structure: B, A.